Computed, not measured: 2 unconnected molecules or ions with the total composition C5H10O, with wB97M-V/def2-TZVPD.

Each line ends with the natural charge from an NBO analysis.
Positions of all 16 atoms, in Å:
C -0.366 0.185 -1.633  -0.604
C -0.451 -0.208 -0.166  -0.333
C 0.067 -1.606 0.278  -0.398
C 0.938 -0.958 1.386  -0.528
C 0.598 0.397 0.770  0.623
O 1.054 1.503 0.892  -0.522
H -0.642 1.235 -1.768  0.227
H 0.654 0.054 -2.012  0.208
H -1.037 -0.430 -2.242  0.214
H -1.457 -0.011 0.229  0.230
H -0.697 -2.308 0.621  0.213
H 0.665 -2.089 -0.501  0.208
H 0.529 -1.064 2.396  0.236
H 2.003 -1.206 1.411  0.234
H -1.238 3.448 0.098  -0.029
H -0.619 3.056 0.240  0.022

The calculation puts the energy relative to the best compared isomer or geometry (same formula, charge and spin) at 1.6690 eV. The spin multiplicity is 1.

---

Computed, not measured: a molecular structure, C21H20AsCoN4O3S4, with wB97M-V/def2-TZVPD.

Each line ends with the Löwdin spin population.
Positions of all 54 atoms, in Å:
Co -0.730 1.552 1.864  2.729
S -2.933 2.070 3.437  0.293
S -2.219 3.397 4.697  0.362
S -0.189 3.016 5.004  0.251
S 0.301 1.334 4.080  0.154
O 0.897 0.961 0.842  0.062
As 0.648 0.422 -0.730  0.006
C 1.519 -1.310 -0.720  0.001
C 2.735 -1.548 -1.348  0.001
C 3.357 -2.783 -1.211  0.000
C 2.767 -3.778 -0.447  0.000
C 1.546 -3.547 0.177  0.000
C 0.923 -2.316 0.042  0.001
C -1.052 -0.028 -1.551  0.000
C -2.293 0.525 -1.251  0.002
C -3.415 0.116 -1.956  0.000
C -3.304 -0.827 -2.969  0.000
C -2.066 -1.371 -3.280  0.000
C -0.943 -0.977 -2.568  0.000
C 1.648 1.440 -2.010  0.001
C 2.914 1.877 -1.632  0.000
C 3.698 2.573 -2.542  0.000
C 3.215 2.828 -3.819  0.000
C 1.942 2.409 -4.184  0.000
C 1.150 1.717 -3.278  0.000
H 3.192 -0.773 -1.948  0.000
H 4.303 -2.966 -1.706  0.000
H 3.261 -4.736 -0.336  0.000
H 1.082 -4.327 0.767  0.000
H -0.027 -2.132 0.524  0.000
H -2.386 1.279 -0.494  0.002
H -4.381 0.543 -1.715  0.000
H -4.184 -1.135 -3.521  0.000
H -1.975 -2.106 -4.071  0.000
H 0.021 -1.411 -2.799  0.000
H 3.264 1.687 -0.627  0.000
H 4.682 2.923 -2.253  0.000
H 3.831 3.366 -4.530  0.000
H 1.559 2.633 -5.172  0.000
H 0.146 1.418 -3.540  0.000
N -2.087 -0.776 5.357  0.005
C -2.021 -1.943 4.724  0.003
N -2.148 -3.076 5.441  0.002
N -1.857 -2.088 3.420  0.006
C -1.745 -1.095 2.594  0.020
N -1.600 -0.279 1.778  0.019
H -2.138 -0.735 6.359  0.000
H -1.949 0.100 4.851  0.006
H -2.074 -3.056 6.441  0.000
H -1.940 -3.937 4.969  0.000
O -0.946 3.474 1.428  0.051
C -0.746 3.725 0.189  0.010
O -0.617 2.885 -0.718  0.010
H -0.639 4.787 -0.059  0.001

The calculation puts the energy relative to the best compared isomer or geometry (same formula, charge and spin) at 0.0000 eV. As for the expectation value of S²: 6.01. The spin multiplicity is 5.

---

| no. | DFT total energy (eV) |
| --- | --- |
| 1 | -7393.096 |
| 2 | -176012.897 |